Entry 1:
This record from OMol25 describes 2 unconnected molecules or ions with the total composition C4H11NOSi in a non-equilibrium geometry. The level of theory is ωB97M-V with the def2-TZVPD basis set.

Structure (ORCA input):
```
! wB97M-V def2-TZVPD RIJCOSX def2/J DEFGRID3
* xyz 0 1
C -0.7110 -0.9688 -0.2265
C -2.2251 -1.2358 -0.2562
C -1.3728 2.1307 0.3046
C 2.7943 -0.7173 -0.4334
N -0.1988 0.2190 -0.0261
O 0.0649 -1.8679 -0.5528
Si 1.4663 0.3105 0.5471
H -2.5325 -0.3598 -0.9209
H -2.6133 -2.1695 -0.7682
H -2.5571 -0.9391 0.7261
H -1.9881 2.3098 -0.5907
H -1.6896 2.2308 1.3190
H -0.3399 2.4834 0.2082
H 3.3083 -0.0251 -1.2162
H 3.4806 -1.2739 0.2370
H 2.3263 -1.5325 -0.8946
H 1.5321 1.7035 0.6835
H 1.2555 -0.2981 1.8602
*
```

Results
HOMO energy (spin up / spin down): -9.0 / -9.0 eV

Entry 2:
This record from OMol25 describes a gas-phase ion, C4H11NP (charge +1) in a non-equilibrium geometry. The level of theory is ωB97M-V with the def2-TZVPD basis set.

Structure (ORCA input):
```
! wB97M-V def2-TZVPD RIJCOSX def2/J DEFGRID3
* xyz 1 1
C -1.8979 1.1169 -0.0208
N -2.0882 -0.1212 -0.2526
C -1.3738 -1.0909 0.3407
P 0.5866 -1.1909 -0.2127
C 1.9731 -0.3042 0.0929
C 2.2508 1.1840 0.0012
H -1.4359 1.4870 0.8201
H -2.2666 1.9309 -0.6090
H -2.6082 -0.3871 -1.1504
H -1.3989 -0.8406 1.4981
H -1.8161 -2.0396 0.1815
H 0.8757 -2.5347 -0.0690
H 0.0924 -0.9943 -1.4606
H 2.3845 -0.7785 0.9865
H 1.4063 1.5353 0.6089
H 2.0472 1.5693 -0.9681
H 3.2688 1.4585 0.2134
*
```

Results
SMILES string: C=[NH+]C[PH2]=CC
HOMO energy (spin up / spin down): -11.7 / -11.7 eV

Entry 3:
This record from OMol25 describes 2 unconnected molecules or ions with the total composition C4H11NPS in a non-equilibrium geometry. The level of theory is ωB97M-V with the def2-TZVPD basis set.

Structure (ORCA input):
```
! wB97M-V def2-TZVPD RIJCOSX def2/J DEFGRID3
* xyz 1 1
C -0.7479 2.3896 -0.2439
C 0.9599 -0.3230 1.3251
C 1.0183 -1.8217 -0.7380
C -0.6901 -0.1520 -0.3832
N 0.6639 -0.4708 -0.1142
P -1.9741 -0.3526 0.7698
S -3.6149 0.0188 -0.2317
H -1.7608 2.3503 -0.7306
H -0.6542 2.9329 0.7809
H 0.0341 2.5162 -0.9111
H 2.0429 -0.0410 1.5052
H 0.4092 0.3984 1.8936
H 0.7387 -1.3354 1.7979
H 0.1080 -2.3118 -0.8218
H 1.3807 -1.4817 -1.7174
H 1.7503 -2.3833 -0.0851
H -0.8582 -0.1319 -1.4689
H 1.1942 0.1992 -0.6267
*
```

Results
HOMO energy (spin up / spin down): -12.5 / -12.3 eV

The records above yield energy above the lowest of the compared OMol25 structures with the same formula, charge and spin values of 362.8; 399.8; 401.3 kJ/mol, respectively.